(1)
DFT (wB97M-V/def2-TZVPD) results for C11H25F5NO3P2TeY as an isolated structure at a distorted geometry.

```
49
Properties=species:S:1:pos:R:3:forces:R:3:mulliken_charge:R:1
C 0.5036 -2.0928 -3.3401 -2.218 0.267 0.692 -0.375
C -0.3046 -1.2064 -2.6335 -0.049 -2.736 -1.247 0.387
N 0.2074 -0.1395 -1.9706 -3.531 2.520 2.274 0.100
C 1.5455 0.0803 -2.0745 3.421 0.542 0.004 0.411
C 2.4010 -0.7866 -2.7477 -0.550 0.530 0.554 -0.500
C 1.8773 -1.9085 -3.3802 1.936 -0.491 -0.582 -1.222
C -1.8086 -1.4654 -2.6625 1.183 0.502 -0.052 -1.240
P -2.5979 -1.4435 -1.0488 0.931 1.337 -0.289 1.357
Y -0.8964 1.6692 -0.4031 1.381 -0.821 -1.727 1.378
P 2.7800 1.2024 0.1853 -1.319 -0.925 -0.808 1.404
C 2.1489 1.3696 -1.4896 -0.237 -0.487 -0.759 -1.656
O 1.3406 -3.9698 0.3051 -0.024 -0.010 -0.477 -0.599
O 1.5979 0.4378 1.0259 0.136 1.108 -0.658 -0.540
H 0.0277 -2.9240 -3.8632 0.123 0.182 0.119 0.285
H 3.4674 -0.5643 -2.7610 -0.144 -0.041 -0.150 0.443
H 2.5277 -2.6008 -3.9094 -0.148 0.154 0.037 0.372
C -4.3368 -1.8140 -1.1339 -0.530 -0.173 0.083 -1.316
C -1.7767 -2.4205 0.1876 -0.081 -0.497 0.606 -1.032
H 3.0267 1.6676 -2.0893 -0.068 -0.081 0.126 0.553
H 1.4650 2.2526 -1.5406 0.386 -0.487 0.122 0.705
H -2.0098 -2.4329 -3.0765 0.075 -0.671 -0.413 0.327
H -2.3083 -0.7247 -3.3101 -0.289 0.327 0.346 0.236
C 3.0367 2.7872 0.9461 0.404 0.350 0.803 -1.238
C 4.1926 0.1232 0.2032 0.657 -0.216 0.395 -1.318
H 2.5494 -0.6230 2.4089 1.020 -1.512 1.403 -0.367
H 1.3873 0.8378 1.8874 -0.125 -0.006 -0.165 0.372
H 1.3230 -4.5847 1.0355 -0.002 -0.230 0.337 0.281
H 1.4264 -4.5309 -0.4799 0.016 0.310 0.122 0.298
H -2.5637 -0.0816 -0.6820 -0.378 -0.461 -0.034 -0.097
H 2.9338 -1.1113 2.9122 -0.804 1.048 -0.933 0.255
H -4.4875 -2.8856 -0.9500 -0.058 0.269 -0.107 0.417
H -4.8374 -1.2286 -0.3500 0.061 -0.235 -0.186 0.370
H -4.7441 -1.5371 -2.1155 0.143 -0.034 0.278 0.402
H -2.3810 -3.3152 0.3908 0.225 0.148 -0.010 0.455
H -0.7615 -2.7226 -0.0964 -0.162 0.194 -0.186 0.296
H -1.7238 -1.8053 1.0951 -0.060 -0.229 -0.198 0.200
H 5.0802 0.6232 -0.2110 -0.278 0.032 0.069 0.425
H 4.4104 -0.1831 1.2354 0.003 0.110 -0.305 0.427
H 4.0000 -0.7804 -0.3935 -0.258 0.346 0.141 0.287
H 3.9241 3.2537 0.4928 -0.253 -0.091 0.092 0.404
H 2.1619 3.4344 0.7802 0.168 -0.281 -0.058 0.370
H 3.2128 2.6807 2.0301 -0.006 0.159 -0.357 0.384
F -0.9505 2.7058 1.6063 -0.311 -0.168 0.382 -0.608
Te -2.9030 1.6975 1.9804 0.645 -0.258 -0.864 1.308
F -1.4302 0.2736 1.3704 -0.559 0.485 0.207 -0.331
F 0.0562 3.3131 -1.2368 -0.251 0.194 0.347 -0.748
F -4.0344 0.1338 1.9016 0.326 0.293 -0.070 -0.477
F -2.0932 0.9903 3.6407 -0.183 0.164 -0.526 -0.510
O -2.9538 1.9322 0.0512 -0.364 -0.432 1.622 -0.736
```
Forces are in eV/Å.

## Properties
E_HOMO (spin up / spin down)   -3.08 / -2.83 eV
Relative energy (zero: lowest compared OMol25 entry of this formula, charge and spin)   167.86 kJ/mol
Net charge   0
E   -59947.4673 eV
Frontier orbital gap (spin up / spin down)   3.31 / 3.04 eV

(2)
DFT (wB97M-V/def2-TZVPD) results for C23H39Cl2N4O4Pm as an isolated structure at a distorted geometry.

```
73
Properties=species:S:1:pos:R:3:forces:R:3:mulliken_spin:R:1
O 0.8481 -0.5299 -3.9064 -0.001 0.799 -0.204 0.000
C -0.1794 0.1221 -3.9907 -0.987 -2.075 2.290 -0.001
C -0.3229 1.5606 -4.1179 0.239 1.054 -0.271 -0.001
C 0.2501 2.5491 -3.2803 -0.101 -0.332 -0.633 0.002
H 0.4467 2.3682 -2.2187 0.304 -0.252 -0.436 -0.002
C 0.4568 3.8066 -3.8326 -0.146 0.015 -0.313 0.000
H 0.9870 4.5774 -3.2627 -0.403 -0.244 -0.159 0.000
C 0.0444 4.0651 -5.1498 -0.236 0.055 -0.191 0.000
H 0.2613 5.0348 -5.5972 -0.025 -0.216 0.105 0.000
C -0.7044 3.1321 -5.8819 0.173 0.452 0.074 0.000
H -1.0441 3.3286 -6.9003 0.013 0.232 0.388 0.000
C -0.9459 1.8875 -5.3282 0.581 -0.167 0.438 0.000
H -1.5262 1.1029 -5.8185 0.270 0.302 -0.170 0.000
H -1.1441 -0.4361 -3.8347 0.390 0.342 -0.768 0.001
C -2.6181 -0.9969 -1.8929 -2.710 -0.765 0.832 0.010
C -2.0207 0.2330 -1.3563 3.027 -0.806 -3.913 -0.031
H -3.3157 -0.8263 -2.7397 0.179 -0.003 0.278 0.001
H -3.2511 -1.3862 -1.0659 -0.062 -0.490 -0.466 -0.002
H -1.9672 -1.8359 -2.1886 0.242 0.561 0.175 -0.004
C -2.4690 1.4629 -1.4815 -1.124 0.817 -0.172 0.011
C -3.9277 1.7320 -1.3753 -0.507 -0.181 -0.533 -0.005
H -1.8133 2.3265 -1.5887 0.013 0.004 0.871 -0.001
H -4.3723 2.2092 -2.2465 -0.134 0.218 -0.128 0.001
H -4.0922 2.3500 -0.4933 -0.140 0.130 -0.004 0.000
H -4.4114 0.7707 -1.1857 -0.297 0.276 -0.063 0.000
Pm -1.0990 0.1197 0.6528 0.534 0.771 0.457 4.039
Cl -0.0080 2.5656 0.4837 0.201 0.358 -0.182 -0.004
Cl -3.6181 0.1009 1.5710 0.074 -0.045 0.198 -0.005
H 4.4514 1.1216 -2.4283 -0.209 0.064 0.085 0.000
H 4.4271 1.9509 0.0700 -0.090 -0.161 -0.072 0.000
C 3.3662 1.2553 -2.3081 0.303 -0.322 -0.060 0.000
C 3.3474 1.7768 0.1258 -0.311 0.305 -0.152 0.000
N 2.9370 0.8957 -0.9579 0.168 -0.045 0.031 0.000
H 2.8408 0.6209 -3.0289 0.082 0.192 0.071 0.000
C 2.1325 -0.1506 -0.7456 -1.012 0.213 0.826 -0.001
O 1.3888 -0.2965 0.2601 1.555 -0.328 -1.320 -0.001
H 3.0878 1.3088 1.0686 -0.043 0.032 0.084 0.000
H 2.1904 -0.9109 -1.5546 -0.365 0.441 0.168 0.000
H 3.1222 2.3090 -2.5190 -0.047 -0.402 0.169 0.000
H 2.8315 2.7379 0.0556 -0.010 -0.112 0.082 0.000
H -0.6157 -5.6483 0.6377 0.026 0.040 0.108 0.000
H 1.3577 -5.5780 -1.1533 -0.120 0.225 -0.056 0.000
C -1.1467 -5.0154 -0.0744 0.113 -0.042 0.111 0.000
C 0.7030 -4.9019 -1.7210 0.000 0.040 -0.014 0.000
N -0.2071 -4.2002 -0.8240 0.067 -0.093 -0.131 0.001
H -1.8377 -4.3639 0.4492 -0.031 -0.004 0.037 0.000
C -0.1535 -2.8831 -0.6508 -1.061 1.203 1.331 -0.001
O -0.8219 -2.2547 0.2229 1.128 -1.548 -1.451 -0.005
H 1.3164 -4.1782 -2.2643 -0.108 -0.128 0.069 0.000
H 0.4979 -2.3368 -1.3471 -0.006 -0.167 0.129 -0.001
H -1.6875 -5.6729 -0.7534 -0.056 0.071 -0.107 0.000
H 0.1432 -5.5137 -2.4373 0.022 0.194 0.079 0.000
C -0.6234 2.1104 3.7016 0.083 0.706 -0.588 0.003
N -0.1867 0.9861 4.4988 0.136 -0.388 -0.247 0.000
C 0.5743 1.2599 5.6939 -0.033 -0.063 0.137 0.000
C 0.5280 0.0238 6.5438 0.231 -0.229 0.877 0.000
C 1.1296 -1.1342 5.7918 0.077 -0.283 -0.338 0.000
N 0.4518 -1.2725 4.5207 0.096 -0.288 -0.368 0.000
C 0.7621 -2.4304 3.6971 0.161 -0.367 0.130 -0.001
C -0.0873 -0.2152 3.8933 -0.923 0.210 -1.126 0.000
O -0.5540 -0.3661 2.7223 1.041 0.008 2.826 -0.003
H -0.7052 2.9788 4.3637 -0.062 -0.174 -0.152 0.000
H -1.5932 1.9438 3.2133 0.201 -0.122 0.320 0.001
H 0.1032 2.3349 2.9006 -0.326 0.017 0.438 -0.001
H 1.6270 1.5073 5.4778 -0.228 0.164 -0.089 0.000
H 0.1003 2.1060 6.1911 0.147 -0.007 0.060 0.000
H -0.5026 -0.2083 6.8309 0.097 0.051 -0.071 0.000
H 1.1084 0.1675 7.4539 -0.044 0.081 0.130 0.000
H 1.0011 -2.0773 6.3334 0.135 0.153 0.021 0.000
H 2.2035 -0.9741 5.5956 -0.128 -0.075 0.277 0.000
H 1.8133 -2.4128 3.3792 -0.103 0.068 -0.022 0.000
H 0.6146 -3.3372 4.2878 -0.066 0.042 -0.012 0.000
H 0.1208 -2.4564 2.8139 0.148 0.017 0.278 0.001
```
Forces are in eV/Å.

## Properties
E_HOMO (spin up / spin down)   -5.88 / -5.91 eV
Relative energy (zero: lowest compared OMol25 entry of this formula, charge and spin)   75.48 kJ/mol
Net charge   0
E   -80235.5195 eV
Spin multiplicity   5
Expectation value of S²   6.01
Frontier orbital gap (spin up / spin down)   6.13 / 6.15 eV

(3)
DFT (wB97M-V/def2-TZVPD) results for one molecule with the formula C3H4OS2 at a distorted geometry.

```
10
Properties=species:S:1:pos:R:3:forces:R:3:mulliken_charge:R:1
O 2.7316 -0.5548 -0.4157 -2.218 0.131 -0.115 -0.460
C 1.5072 -0.4804 -0.4324 1.990 -0.515 -0.132 0.122
C 0.7743 0.6522 0.2341 0.240 0.424 -1.192 -0.530
S -0.8215 1.0780 -0.5149 -0.735 -0.346 -0.276 0.029
C -1.9563 -0.1570 0.0757 -0.004 0.431 -0.016 -0.198
S -3.5166 -0.3144 -0.3340 0.611 0.332 -0.166 -0.192
H 0.8833 -1.2722 -0.9099 0.215 0.233 0.109 0.310
H 1.4559 1.5260 0.2443 -0.656 -0.332 0.103 0.322
H 0.5329 0.3539 1.2114 0.025 -0.347 1.619 0.311
H -1.5906 -0.8312 0.8414 0.532 -0.012 0.065 0.285
```
Forces are in eV/Å.

## Properties
E_HOMO   -9.14 eV
SMILES   O=CCSC=S
Relative energy (zero: lowest compared OMol25 entry of this formula, charge and spin)   137.64 kJ/mol
Net charge   0
E   -26892.4624 eV
Frontier orbital gap   8.49 eV

(4)
DFT (wB97M-V/def2-TZVPD) results for a 11-piece molecular cluster, C28H62Cl16O6 overall at a distorted geometry.

```
112
Properties=species:S:1:pos:R:3:forces:R:3:mulliken_charge:R:1
C -2.0240 2.1635 8.9162 -0.960 -0.552 0.026 -0.749
O -2.2702 3.5474 8.7687 0.616 0.225 -0.226 -0.319
C -1.6005 4.0637 7.6104 -0.992 1.603 0.353 -0.493
C -1.9452 5.5831 7.3782 0.718 -1.827 1.344 -0.568
O -3.2000 5.6814 6.7849 -0.165 -1.428 0.250 -0.238
C -3.4772 6.9655 6.4391 -0.710 1.735 -1.286 -0.785
H -2.3634 1.7815 9.8790 -0.213 0.612 0.228 0.271
H -0.9941 1.8111 8.8588 0.346 0.522 -0.415 0.299
H -2.6461 1.6442 8.1872 0.244 -0.338 -0.318 0.300
H -1.9894 3.6494 6.6803 0.321 -0.865 -0.005 0.285
H -0.5348 3.9224 7.7904 0.163 0.044 -0.549 0.385
H -1.1665 6.0183 6.7517 0.120 0.112 -0.187 0.393
H -1.9506 6.0726 8.3521 0.093 0.303 0.145 0.343
H -2.7888 7.3193 5.6716 0.533 0.272 0.027 0.323
H -3.4936 7.6774 7.2643 0.161 -0.009 0.319 0.298
H -4.4362 7.0507 5.9281 -0.281 -0.414 0.281 0.258
C 3.2433 -5.9086 -5.6417 -0.906 0.583 -0.988 -0.768
O 4.1235 -5.1986 -6.5242 1.008 -0.471 2.013 -0.266
C 3.8106 -5.3232 -7.8662 -0.562 0.365 -0.036 -0.542
C 4.6815 -4.4156 -8.7559 1.245 -1.332 0.618 -0.461
O 5.9680 -4.1608 -8.1630 -1.579 1.756 0.291 -0.361
C 6.9267 -5.1925 -8.0890 -1.175 0.486 -1.146 -0.590
H 2.2990 -5.3642 -5.6510 -0.233 0.270 0.408 0.304
H 3.5905 -6.0147 -4.6139 0.514 0.378 -0.332 0.251
H 2.9241 -6.8902 -5.9919 0.601 -0.372 -0.336 0.314
H 2.7978 -4.9300 -7.9537 -0.543 -0.509 -0.606 0.396
H 3.8861 -6.3748 -8.1430 -0.211 -0.151 -0.324 0.368
H 4.1156 -3.5214 -9.0170 0.710 0.472 0.549 0.323
H 4.8239 -4.9349 -9.7036 0.034 -0.186 -0.289 0.294
H 7.7162 -4.8228 -7.4347 -0.061 -0.309 -0.066 0.188
H 7.2446 -5.2586 -9.1295 0.805 -0.794 0.045 0.295
H 6.4578 -6.1178 -7.7542 0.355 -0.187 0.214 0.254
C -3.6970 6.5730 -0.2704 0.423 0.604 -1.527 -0.707
O -4.8335 7.2190 0.1842 -0.884 0.472 0.915 -0.289
C -5.4038 8.2542 -0.6429 -0.440 -1.212 0.865 -0.395
C -6.6475 7.7008 -1.3501 -0.216 -1.149 0.427 -0.449
O -7.6526 7.2805 -0.4183 -1.479 1.635 0.120 -0.313
C -8.6693 8.3043 -0.1571 1.230 -0.783 0.637 -0.698
H -3.9077 6.1936 -1.2702 0.231 -0.565 -0.209 0.298
H -3.3271 5.7743 0.3726 -0.530 0.137 0.221 0.233
H -2.8993 7.3032 -0.4067 0.441 0.057 0.101 0.295
H -4.6752 8.7076 -1.3149 0.072 -0.075 -0.131 0.401
H -5.7376 8.9809 0.0977 0.024 0.348 -0.221 0.207
H -6.4933 6.7149 -1.7887 0.940 0.274 -0.605 0.230
H -7.0352 8.3678 -2.1201 -0.091 0.226 0.039 0.367
H -9.2630 7.9857 0.6997 0.158 -0.249 -0.025 0.246
H -9.3718 8.4878 -0.9701 0.346 -0.071 -0.392 0.274
H -8.1424 9.2069 0.1522 -0.225 0.333 -0.197 0.298
Cl 8.9559 -5.4805 -0.2935 -0.259 0.465 -0.809 -0.186
C 8.9261 -4.8893 -2.0085 2.062 0.045 -0.241 -0.542
C 8.5252 -3.4185 -2.2355 0.010 -1.384 0.522 -0.277
Cl 9.8277 -2.2157 -1.8019 -0.751 -0.824 -0.115 -0.186
H 8.5191 -5.6644 -2.6579 -1.248 0.414 0.323 0.356
H 9.9495 -4.9782 -2.3729 0.410 0.194 0.477 0.307
H 7.6502 -3.2680 -1.6033 0.013 0.698 -0.386 0.281
H 8.3508 -3.3396 -3.3085 -0.253 0.398 0.221 0.248
Cl 5.3928 -1.2963 8.1505 -0.120 -0.055 -0.624 -0.174
C 5.1172 -2.0742 6.5616 0.092 -1.371 -0.076 -0.369
C 6.3469 -2.7466 5.9871 0.927 1.243 -0.354 -0.479
Cl 7.5456 -1.4325 5.4786 -0.459 -0.755 0.091 -0.210
H 4.6518 -1.4311 5.8146 0.243 0.393 0.398 0.342
H 4.4375 -2.9136 6.7079 -0.323 0.173 0.363 0.268
H 6.0848 -3.3069 5.0896 -0.013 0.179 -0.011 0.291
H 6.9159 -3.3995 6.6490 -0.355 0.200 0.196 0.333
Cl -10.0462 3.0351 4.3824 1.550 0.237 0.138 -0.201
C -8.2050 3.3384 4.4415 -0.449 0.340 0.041 -0.360
C -7.5372 2.8435 3.1888 -0.743 -0.594 -0.856 -0.423
Cl -7.2873 1.0826 3.2021 0.267 -0.433 0.226 -0.197
H -7.8114 2.8957 5.3565 -0.222 -0.153 -0.176 0.318
H -8.0334 4.4135 4.4952 -0.435 0.027 0.062 0.278
H -6.5919 3.3084 2.9085 -0.074 0.123 0.508 0.304
H -8.2259 2.9499 2.3507 0.121 0.473 0.046 0.281
Cl 4.4839 3.6035 2.8002 0.764 -0.314 -0.772 -0.177
C 5.7205 3.3031 1.4940 0.938 -0.634 1.184 -0.377
C 5.5279 4.1364 0.3221 -0.651 1.513 -1.402 -0.477
Cl 3.9899 3.7756 -0.4793 -0.503 0.010 -0.358 -0.183
H 5.7973 2.2523 1.2150 -0.500 -0.043 0.391 0.331
H 6.7029 3.5987 1.8623 -0.079 -0.143 0.581 0.273
H 6.2817 4.0279 -0.4577 0.224 -0.388 0.332 0.303
H 5.5310 5.1944 0.5845 -0.207 -0.019 0.046 0.309
Cl -4.5757 -5.7439 -1.0963 -1.082 -0.635 -0.629 -0.181
C -5.8619 -6.2369 -2.3324 0.385 0.753 -0.322 -0.406
C -5.2917 -5.9525 -3.7232 0.045 -0.184 0.270 -0.489
Cl -3.9783 -7.1081 -4.1956 -0.483 0.561 0.208 -0.183
H -6.7116 -5.5658 -2.2073 0.169 0.188 0.243 0.271
H -6.2608 -7.2386 -2.1729 0.686 -0.080 0.113 0.340
H -4.9220 -4.9273 -3.7048 0.434 -0.231 -0.098 0.326
H -6.0375 -5.9739 -4.5178 -0.143 -0.371 0.222 0.322
Cl -0.0936 -1.4458 3.1620 0.048 -0.759 0.342 -0.178
C -0.2140 -0.7006 1.5946 0.328 1.249 -1.841 -0.466
C 0.4559 -1.4052 0.3365 -0.947 0.891 0.870 -0.351
Cl 2.0919 -1.8141 0.7459 1.217 -0.805 0.388 -0.174
H 0.2801 0.2661 1.6922 0.382 -0.130 0.014 0.279
H -1.2449 -0.3782 1.4487 -0.162 -0.693 -0.339 0.348
H 0.6459 -0.6949 -0.4681 -0.870 0.293 0.151 0.238
H -0.0765 -2.2572 -0.0863 0.019 -0.048 0.423 0.304
Cl -0.6110 -0.3648 -6.8622 -0.169 0.768 -0.115 -0.218
C 0.3785 1.1569 -7.1212 -0.836 -0.058 -0.067 -0.482
C -0.4472 2.5171 -7.1526 0.881 -1.160 0.635 -0.338
Cl 0.7300 3.8194 -7.4700 0.099 0.052 -0.365 -0.192
H 0.8710 0.9615 -8.0737 -0.104 0.415 0.051 0.313
H 1.1179 1.0415 -6.3286 -0.128 0.803 -0.059 0.328
H -0.8656 2.8283 -6.1954 -0.066 -0.666 0.010 0.277
H -1.2419 2.5308 -7.8985 0.327 -0.159 -0.087 0.311
Cl 0.9865 -10.2881 -0.5540 -0.404 -0.106 0.752 -0.187
C 0.0749 -9.6948 0.9100 0.091 0.707 -0.659 -0.387
C 0.7685 -8.4227 1.4101 0.098 0.014 1.045 -0.459
Cl 2.3046 -8.8863 2.2619 -0.195 0.156 -0.388 -0.189
H -0.0243 -10.4519 1.6878 0.680 -0.062 -0.149 0.316
H -0.9490 -9.5527 0.5641 0.138 0.525 -0.104 0.289
H 0.2387 -7.8766 2.1906 -0.526 -0.523 0.049 0.281
H 0.9971 -7.6214 0.7075 0.115 -0.699 -0.551 0.335
```
Forces are in eV/Å.

## Properties
E_HOMO   -9.54 eV
SMILES   COCCOC.COCCOC.COCCOC.ClCCCl.ClCCCl.ClCCCl.ClCCCl.ClCCCl.ClCCCl.ClCCCl.ClCCCl
Relative energy (zero: lowest compared OMol25 entry of this formula, charge and spin)   485.05 kJ/mol
Net charge   0
E   -242679.6045 eV
Frontier orbital gap   9.58 eV

What is the E in the third record? -26892.4624 eV

Which of these has the lowest E? C28H62Cl16O6

Look up the E of the third one. -26892.4624 eV